# 1
Density functional theory data (ωB97M-V/def2-TZVPD) for a structure of composition C11H14AsCl2CsF6N3O3P.

The geometry in XYZ format:
```
42
Properties=species:S:1:pos:R:3:forces:R:3
Cs 0.324734 0.046418 0.325504 -0.025 -0.108 0.400
Cl 4.393140 -1.170385 -3.105078 -0.038 0.002 0.011
C 3.142734 -2.326751 -2.981478 0.046 -0.048 -0.062
C 3.382808 -3.635163 -3.343663 0.024 -0.016 -0.010
C 2.382226 -4.584227 -3.244910 -0.049 -0.057 -0.001
Cl 2.738755 -6.192041 -3.703294 0.001 0.011 -0.003
C 1.068494 -4.259257 -2.761308 0.152 0.007 -0.040
C 0.039568 -5.203981 -2.617559 -0.028 0.040 0.011
C -1.168995 -4.795044 -2.115558 0.040 0.015 -0.013
C -1.327017 -3.449818 -1.764324 -0.041 -0.070 0.015
N -0.379867 -2.542590 -1.898073 0.140 0.120 0.070
C 0.806054 -2.932066 -2.390617 -0.203 0.088 0.157
C 1.852530 -1.881845 -2.487743 0.053 0.023 -0.070
O 1.648362 -0.713263 -2.160173 0.044 -0.100 -0.148
H 4.358910 -3.928436 -3.703100 0.011 0.018 -0.003
H 0.210305 -6.235535 -2.890127 0.004 -0.004 -0.006
H -1.982612 -5.492808 -1.978320 -0.005 0.008 0.003
H -2.265834 -3.107916 -1.342492 0.000 -0.015 -0.008
N -3.593731 1.825338 -1.543424 0.013 -0.006 0.007
C -3.025880 3.146704 -1.999187 -0.057 0.009 0.080
P -1.218856 2.787583 -2.051921 0.150 -0.147 0.147
O -1.055424 1.683772 -3.054816 -0.155 0.113 0.097
O -0.765993 2.649174 -0.643200 -0.124 0.099 -0.271
C -0.360584 4.200820 -2.875260 0.071 -0.042 -0.082
N 0.872404 3.525315 -3.419486 0.042 0.017 -0.042
H -3.324987 1.643352 -0.569836 0.037 0.011 -0.002
H -3.185636 1.080144 -2.124905 -0.022 -0.002 -0.004
H -4.611331 1.789491 -1.609230 0.005 -0.006 0.014
H -3.293503 3.898503 -1.260628 -0.008 0.019 -0.024
H -3.456696 3.378590 -2.970430 0.013 -0.018 -0.002
H -0.067850 5.011543 -2.214547 0.004 -0.012 0.023
H -0.919340 4.576816 -3.730711 -0.010 0.039 0.040
H 0.557186 2.630514 -3.839782 -0.050 -0.025 0.041
H 1.514892 3.276931 -2.663742 0.017 0.028 0.002
H 1.375890 4.094506 -4.099035 -0.007 -0.011 -0.002
F -1.705985 -0.628492 2.341617 0.428 0.101 -0.309
As -0.985300 -0.222814 3.927387 -0.153 0.025 0.386
F -2.543431 -0.456709 4.615108 -0.012 0.002 -0.032
F -0.566673 -1.888095 4.066238 -0.071 -0.057 0.131
F -0.339508 0.181223 5.463992 -0.017 0.003 -0.051
F 0.619442 0.040183 3.231600 -0.166 -0.079 -0.500
F -1.329203 1.435414 3.533806 -0.053 0.022 0.049
```
Positions in Å, forces in eV/Å.

Output
HOMO (spin up / spin down) in eV: -10.97 / -12.52
Gap between HOMO and LUMO (spin up / spin down) in eV: 7.4 / 7.6
LUMO energy (spin up / spin down) in eV: -3.5 / -4.9
Charge: +1
Spin multiplicity: 2
Energy relative to the best compared isomer or geometry (same formula, charge and spin) in kJ/mol: 179.3
Strongest force on any atom in eV/Å: 0.54
<S²>: 0.788
Calculated total energy in eV: -134271.7325

Charge distribution, Löwdin scheme, values in e: atom 1 (Cs): 1.18, atom 2 (Cl): 0.78, atom 3 (C): -0.56, atom 4 (C): -0.12, atom 5 (C): -0.57, atom 6 (Cl): 0.80, atom 7 (C): -0.16, atom 8 (C): 0.00, atom 9 (C): -0.02, atom 10 (C): -0.10, atom 11 (N): 0.11, atom 12 (C): -0.14, atom 13 (C): -0.39, atom 14 (O): -0.13, atom 15 (H): 0.12, atom 16 (H): 0.10, atom 17 (H): 0.12, atom 18 (H): 0.11, atom 19 (N): 0.16, atom 20 (C): -0.17, atom 21 (P): 0.34, atom 22 (O): -0.34, atom 23 (O): -0.44, atom 24 (C): -0.16, atom 25 (N): 0.14, atom 26 (H): 0.17, atom 27 (H): 0.15, atom 28 (H): 0.17, atom 29 (H): 0.12, atom 30 (H): 0.11, atom 31 (H): 0.11, atom 32 (H): 0.11, atom 33 (H): 0.14, atom 34 (H): 0.17, atom 35 (H): 0.17, atom 36 (F): -0.42, atom 37 (As): 0.69, atom 38 (F): -0.24, atom 39 (F): -0.24, atom 40 (F): -0.23, atom 41 (F): -0.39, atom 42 (F): -0.27



# 2
Density functional theory data (ωB97M-V/def2-TZVPD) for a structure of composition C30H34BeBr3Ge2N2O at a distorted geometry.

The geometry in XYZ format:
```
73
Properties=species:S:1:pos:R:3:forces:R:3
Be 2.437045 -2.270706 -2.841241 1.743 -0.140 1.676
C -3.869682 -2.283765 0.326996 -1.916 -0.707 -2.537
C -2.469370 -1.829035 0.061746 1.780 0.286 0.815
Ge -1.763077 -0.925860 1.729351 -0.654 0.408 -0.529
C -1.118018 -2.220574 3.048206 0.359 -0.027 0.201
C 0.419196 -2.243606 3.101992 -0.329 0.087 1.036
C -3.182214 0.241520 2.436135 -0.219 0.268 -0.268
C -2.787234 1.529759 2.322450 1.495 -0.652 -0.637
Ge -0.976845 1.388627 1.430028 -0.986 0.674 1.146
C 0.386614 2.281559 2.603950 1.533 -1.190 0.671
C 1.315869 3.374966 1.938998 -1.832 -0.554 -0.332
C -1.161817 2.263215 -0.319103 1.570 -0.274 -1.544
C -2.359133 3.193778 -0.383781 0.927 1.412 0.105
C -3.462508 2.749300 2.769028 -1.037 -1.163 0.952
C -2.747616 3.875660 3.181004 -0.892 0.255 -1.141
C -3.471298 4.944445 3.697152 -1.321 0.482 -0.184
C -4.886505 4.904344 3.760103 1.530 -2.808 -0.256
C -5.603628 3.721401 3.385470 1.891 1.515 0.130
C -4.865330 2.635364 2.947368 -0.207 0.210 -0.654
H -4.582220 -1.506114 -0.162154 0.843 -1.414 1.322
H -4.118184 -2.502547 1.356149 -0.182 0.219 0.277
H -4.038612 -3.262431 -0.248282 -0.094 1.281 0.761
H -2.480658 -1.036334 -0.701629 0.396 -0.598 -0.059
H -1.782707 -2.692326 -0.167359 -0.555 0.992 -0.139
H -1.493918 -3.204385 2.740365 -0.118 0.143 0.313
H -1.529628 -1.920593 4.033069 0.098 -0.370 -0.560
H 0.829914 -2.480639 2.128079 0.327 -0.019 -0.114
H 0.806468 -2.942210 3.869032 -0.224 0.057 -0.544
H 0.757725 -1.260297 3.443094 0.203 -0.013 -0.345
H -4.166432 -0.039346 2.807237 0.041 -0.058 0.253
H 1.005463 1.325947 2.785158 -0.475 1.532 0.115
H 0.030307 2.597155 3.652147 0.196 -0.526 -1.815
H 2.320929 3.041434 1.771702 0.480 -0.253 -0.081
H 1.337147 4.249844 2.549948 0.191 0.582 0.576
H 0.886980 3.728180 0.979365 0.357 -0.265 0.382
H -1.145862 1.534051 -1.182067 -0.208 0.479 0.940
H -0.199481 2.841802 -0.478657 -1.073 -0.430 0.128
H -3.304381 2.724078 -0.288353 -0.836 -0.732 0.265
H -2.405447 3.784248 -1.309333 0.209 -0.188 0.080
H -2.267497 3.923314 0.440375 -0.261 -0.194 -0.342
H -1.718575 3.986853 2.850313 0.051 -0.127 0.602
H -3.012752 5.895798 3.972578 0.161 -0.415 0.017
H -5.351008 5.678014 4.273308 -1.082 1.470 0.372
H -6.667715 3.756061 3.372298 -0.638 -0.267 0.226
H -5.387005 1.708592 2.612811 0.560 0.867 0.345
Br 4.534942 -3.938894 1.067782 -0.018 -0.261 0.558
C 4.908650 -2.415155 0.093770 -0.914 0.370 -1.882
C 5.932002 -1.498854 0.417671 -0.028 0.497 -0.770
C 6.253546 -0.496287 -0.482289 0.189 0.250 0.815
Br 7.602182 0.779769 0.031169 -0.389 -0.545 -0.161
C 5.519319 -0.270194 -1.678857 -0.444 -0.313 0.601
C 5.779292 0.774898 -2.574040 -0.374 -1.107 -1.123
C 4.925741 0.945305 -3.670149 0.124 0.160 0.613
C 3.913624 -0.006454 -3.883747 -0.955 -0.803 -0.354
N 3.643312 -1.057863 -3.076217 0.653 1.376 0.836
C 4.405180 -1.122862 -1.897167 1.257 0.721 -1.421
C 4.142038 -2.213561 -1.080107 -0.500 0.239 0.986
O 3.048867 -2.854321 -1.485820 -0.908 -0.829 -0.796
H 6.432918 -1.532531 1.377328 0.053 -0.254 -0.150
H 6.763014 1.204960 -2.472201 -0.258 0.951 -0.027
H 5.009721 1.827543 -4.319627 0.098 -0.772 0.088
H 3.282846 -0.003384 -4.796326 0.572 0.376 0.631
Br -1.579127 -5.309592 -6.662302 0.357 0.834 0.666
C -0.547931 -4.311213 -5.398188 -0.021 1.105 -0.341
C 0.297469 -5.026696 -4.564438 0.843 -0.030 0.134
C 1.132159 -4.294805 -3.717782 -0.250 -0.305 0.784
N 1.207852 -2.940506 -3.704306 -0.477 -0.368 -0.394
C 0.360230 -2.219963 -4.493235 0.206 -1.102 -0.924
C -0.547051 -2.859771 -5.338695 0.384 -1.683 0.807
H 0.439348 -6.132474 -4.602689 -0.520 1.119 0.087
H 1.695053 -4.839065 -2.932737 0.011 0.590 -0.759
H 0.551595 -1.147099 -4.549974 -0.434 -0.262 0.242
H -1.264091 -2.299476 -5.901873 -0.061 0.213 -0.373
```
Positions in Å, forces in eV/Å.

Output
HOMO in eV: -9.65
Gap between HOMO and LUMO in eV: 5.5
LUMO energy in eV: -4.1
Charge: +1
Strongest force on any atom in eV/Å: 3.26
Calculated total energy in eV: -360244.5386

Charge distribution, Löwdin scheme, values in e: atom 1 (Be): 0.36, atom 2 (C): -0.22, atom 3 (C): -0.40, atom 4 (Ge): 0.85, atom 5 (C): -0.37, atom 6 (C): -0.20, atom 7 (C): -0.24, atom 8 (C): -0.37, atom 9 (Ge): 0.89, atom 10 (C): -0.36, atom 11 (C): -0.16, atom 12 (C): -0.39, atom 13 (C): -0.18, atom 14 (C): -0.26, atom 15 (C): -0.06, atom 16 (C): -0.07, atom 17 (C): -0.06, atom 18 (C): -0.06, atom 19 (C): -0.04, atom 20 (H): 0.10, atom 21 (H): 0.05, atom 22 (H): 0.08, atom 23 (H): 0.04, atom 24 (H): 0.06, atom 25 (H): 0.06, atom 26 (H): 0.07, atom 27 (H): 0.05, atom 28 (H): 0.07, atom 29 (H): 0.05, atom 30 (H): 0.05, atom 31 (H): 0.04, atom 32 (H): 0.08, atom 33 (H): 0.05, atom 34 (H): 0.05, atom 35 (H): 0.04, atom 36 (H): 0.06, atom 37 (H): 0.05, atom 38 (H): 0.05, atom 39 (H): 0.07, atom 40 (H): 0.07, atom 41 (H): 0.09, atom 42 (H): 0.10, atom 43 (H): 0.07, atom 44 (H): 0.09, atom 45 (H): 0.12, atom 46 (Br): 0.87, atom 47 (C): -0.61, atom 48 (C): -0.13, atom 49 (C): -0.57, atom 50 (Br): 0.80, atom 51 (C): -0.19, atom 52 (C): 0.01, atom 53 (C): -0.01, atom 54 (C): -0.06, atom 55 (N): 0.09, atom 56 (C): -0.12, atom 57 (C): -0.35, atom 58 (O): -0.09, atom 59 (H): 0.11, atom 60 (H): 0.09, atom 61 (H): 0.13, atom 62 (H): 0.13, atom 63 (Br): 0.82, atom 64 (C): -0.61, atom 65 (C): -0.09, atom 66 (C): -0.04, atom 67 (N): 0.00, atom 68 (C): -0.05, atom 69 (C): -0.03, atom 70 (H): 0.14, atom 71 (H): 0.15, atom 72 (H): 0.13, atom 73 (H): 0.11



> calculated total energy of number 1 (C11H14AsCl2CsF6N3O3P)?

-134271.7325 eV